1.
The following is a quantum chemistry calculation of 2 unconnected molecules or ions with the total composition C8H13I2N2O2 at a distorted geometry, from the Open Molecules 2025 dataset.

Its LUMO energy is -4.746 eV. The calculation puts the gap between HOMO and LUMO at 6.5 eV. As for the maximum force: 4.56 eV Å⁻¹. The HOMO energy is -11.197 eV. Its net charge is +1. For the energy, the calculation gives -31772.469 eV.

Geometry (Å):
I 3.997 -1.563 0.260
I -2.479 -2.215 -0.727
O 3.216 1.826 -0.647
O -3.394 -1.310 2.661
N 1.345 0.037 -0.218
N -1.403 0.418 0.504
C -3.869 -0.736 1.738
C 3.351 0.817 -1.333
C 0.356 0.658 -1.252
C -0.806 1.327 -0.440
C -2.565 -0.214 0.108
C 2.487 -0.372 -0.999
C -0.437 -0.127 1.414
C 0.625 -0.961 0.644
H 1.316 -1.373 1.283
H -0.335 2.248 0.230
H 0.129 0.591 2.023
H 1.606 0.805 0.399
H 2.160 -1.088 -1.730
H -4.867 -0.627 1.409
H 0.126 -1.750 0.040
H -0.847 -0.702 2.163
H -3.213 0.369 -0.603
H -1.524 1.838 -1.023
H 0.911 1.352 -1.717
H -0.003 0.067 -2.044
H 4.119 0.684 -2.144

Cartesian forces (eV/Å) of the 6 atoms listed first:
I -0.892 0.689 -0.820
I 0.085 -0.275 -0.351
O 0.302 -1.488 -1.432
O -0.906 1.180 -1.134
N -1.998 -0.279 -1.183
N -0.001 1.120 -0.381

2.
The following is a quantum chemistry calculation of a molecular structure, H2OSn at a distorted geometry, from the Open Molecules 2025 dataset.

Its LUMO energy is -13.724 eV. The calculation puts the gap between HOMO and LUMO at 7.9 eV. As for the maximum force: 1.87 eV Å⁻¹. The energy relative to the best compared isomer or geometry (same formula, charge and spin) comes out at 89.4 kJ/mol. The HOMO energy is -21.639 eV. Its net charge is +2. For the energy, the calculation gives -7889.146 eV.

Geometry (Å):
Sn 0.386 -1.256 -2.147
O 0.026 0.189 0.440
H -0.517 -0.072 1.184
H 0.105 1.139 0.523

Force components x, y, z for each atom (eV/Å):
Sn -0.174 0.646 1.200
O 0.396 -0.907 -1.591
H -0.395 -0.427 0.469
H 0.173 0.688 -0.078